No. 1
C5H9IN3 | ωB97M-V with the def2-TZVPD basis set

```
18
Properties=species:S:1:pos:R:3:forces:R:3:nbo_charge:R:1
C 1.973 -1.504 -0.153 1.4587 1.0436 -1.2732 -0.619
C 0.778 -0.623 0.106 -1.4237 -1.4575 2.3537 -0.394
C -0.307 -1.049 -0.851 -1.4225 1.7162 0.8830 0.290
N -1.460 -0.466 -0.929 0.6587 -0.5107 0.0902 -0.452
C -1.627 0.619 -0.107 -1.7386 2.9908 0.1440 0.648
N -2.865 1.119 0.130 1.3582 -1.9652 -0.3599 -0.704
N -0.658 1.463 0.236 4.8264 -0.9325 2.1849 -0.594
C 0.926 0.882 0.121 -2.2510 1.4378 -3.6051 -0.210
I 2.118 1.628 1.645 0.0369 0.2189 0.2134 0.281
H 2.292 -1.413 -1.246 -0.1275 0.0149 1.4735 0.225
H 1.835 -2.552 0.036 -0.6458 -0.4340 0.1260 0.248
H 2.774 -1.206 0.520 0.3594 0.0620 -0.2659 0.241
H 0.363 -0.867 1.211 0.7403 0.2876 -2.2428 0.254
H -0.147 -1.877 -1.498 0.1711 -0.6804 -0.5038 0.222
H -3.657 0.575 -0.165 -0.3037 0.0209 0.0903 0.437
H -2.952 1.905 0.747 -0.3210 0.1221 -0.0182 0.422
H -0.625 2.025 1.146 -0.9562 -0.8073 -1.8611 0.441
H 1.239 1.340 -0.947 -0.4195 -1.1273 2.5711 0.266
```
Forces are in eV/Å.

As for the LUMO energy: -0.17962 hartree. Its net charge is +1. The largest force on an atom is 5.38 eV/Å. For the energy above the lowest of the compared OMol25 structures with the same formula, charge and spin, the calculation gives 21.1 kcal/mol. The HOMO energy is -13.8 eV. The calculation puts the total energy at -17894.3412 eV. The frontier orbital gap comes out at 8.9 eV.

No. 2
C5H9INO | ωB97M-V with the def2-TZVPD basis set

```
17
Properties=species:S:1:pos:R:3:forces:R:3:nbo_charge:R:1
C 0.398 1.044 0.936 0.5348 3.6019 0.1574 -0.450
N -0.542 0.620 -0.134 -0.7153 1.0397 -0.2440 -0.384
C 0.056 -0.287 -1.169 -0.1970 -2.5111 4.3249 -0.211
C -0.198 -1.696 -0.535 0.0259 1.6109 0.9027 -0.533
C -1.386 -1.575 0.459 0.8757 -3.7422 0.7119 0.490
O -1.818 -2.521 1.122 0.8111 2.5450 -1.4891 -0.439
C -1.911 -0.213 0.509 1.2876 2.2770 -0.5047 -0.255
I -3.588 0.026 -0.773 0.3868 0.0819 0.3371 0.316
H 0.430 0.358 1.712 0.0420 -1.5950 1.3657 0.228
H 1.474 1.294 0.643 -1.6457 -0.6487 -0.3326 0.260
H 0.001 2.034 1.393 0.4752 -1.7121 -0.7610 0.247
H -0.755 1.498 -0.661 -0.6423 -0.8688 0.7925 0.448
H 1.065 -0.080 -1.366 1.3092 0.5296 -0.0437 0.242
H -0.509 -0.204 -1.994 -1.9326 0.4548 -3.0600 0.221
H 0.655 -2.212 -0.113 0.1558 0.2088 0.3700 0.272
H -0.554 -2.319 -1.273 -0.7330 -1.6309 -1.7868 0.266
H -2.063 0.097 1.559 -0.0383 0.3592 -0.7403 0.283
```
Forces are in eV/Å.

As for the LUMO energy: -0.16494 hartree. Its net charge is +1. The largest force on an atom is 5.00 eV/Å. For the energy above the lowest of the compared OMol25 structures with the same formula, charge and spin, the calculation gives 0.0 kcal/mol. The HOMO energy is -14.1 eV. The calculation puts the total energy at -16960.7307 eV. The frontier orbital gap comes out at 9.6 eV.

No. 3
C5H9IO | ωB97M-V with the def2-TZVPD basis set

```
16
Properties=species:S:1:pos:R:3:forces:R:3:nbo_charge:R:1
C 1.482 0.745 -0.634 -1.6411 1.2151 -0.4426 -0.453
C 1.086 -0.182 -1.740 -1.9606 1.7252 -0.1732 -0.448
C -0.022 0.498 -0.975 1.5202 -3.7986 4.9263 -0.159
C -1.424 0.307 1.590 0.1377 -0.7825 -1.8472 -0.705
C -0.730 -0.715 0.678 -0.1097 1.2605 -1.7980 0.216
O 0.258 -1.424 1.333 1.4935 1.2067 -1.3519 -0.741
I -2.143 -2.149 -0.180 0.1958 0.2436 -0.0137 0.004
H 1.832 0.431 0.342 0.0314 -0.3469 -0.0638 0.202
H 1.885 1.737 -0.883 -0.0521 -0.5820 -0.1038 0.228
H 1.036 0.270 -2.698 0.8115 0.4596 -1.0387 0.227
H 1.217 -1.222 -1.867 0.0788 -1.1698 0.6808 0.236
H -0.929 1.061 -0.984 0.0826 0.5771 -1.0317 0.239
H -2.261 0.766 1.084 -0.6664 -0.3751 -0.0436 0.220
H -0.717 1.082 1.503 1.1579 1.2775 1.0996 0.221
H -1.673 -0.032 2.582 0.1245 -0.1062 0.2422 0.231
H 1.103 -1.173 0.847 -1.2038 -0.8040 0.9592 0.482
```
Forces are in eV/Å.

As for the LUMO energy: 0.02497 hartree. The largest force on an atom is 6.40 eV/Å. For the energy above the lowest of the compared OMol25 structures with the same formula, charge and spin, the calculation gives 81.1 kcal/mol. The HOMO energy is -8.6 eV. The calculation puts the total energy at -15474.9987 eV. The frontier orbital gap comes out at 9.3 eV.

No. 4
C5H9MgO2 | ωB97M-V with the def2-TZVPD basis set

```
17
Properties=species:S:1:pos:R:3:forces:R:3:nbo_charge:R:1
C 2.579 -0.132 1.324 0.6415 -0.1194 0.4682 -0.259
O 1.454 0.075 0.466 -0.0381 -0.4452 -0.1810 -0.670
C 1.132 1.433 0.250 -1.5136 1.1294 0.1973 -0.212
C -0.104 1.667 -0.438 -0.3991 1.3369 -1.5310 0.205
O -0.553 0.536 -0.925 0.3258 -1.2338 0.8663 -0.660
C -1.987 0.047 -0.957 -0.4914 0.4365 -0.4722 -0.102
C -1.887 -1.429 -0.679 -0.1264 -0.2902 0.0171 -1.022
Mg 0.243 -1.323 -0.453 -0.6781 0.5110 0.0875 1.591
H 2.621 -1.204 1.541 0.0798 0.2446 0.0450 0.202
H 3.499 0.180 0.816 -0.2111 -0.0539 0.1595 0.209
H 2.441 0.434 2.254 0.0602 -0.1914 -0.2297 0.217
H 1.984 2.043 -0.078 -0.3357 0.2305 0.7890 0.267
H -2.331 0.314 -1.962 -0.0169 -0.1379 0.2842 0.221
H -2.511 0.645 -0.203 0.1764 -0.2170 -0.2274 0.219
H -2.256 -2.033 -1.518 0.1661 0.1420 0.3030 0.244
H -2.427 -1.711 0.234 0.2346 0.0118 -0.2769 0.241
H 0.275 2.060 1.020 2.1259 -1.3537 -0.2989 0.311
```
Forces are in eV/Å.

As for the LUMO energy: -0.17955 hartree. Its net charge is +1. The largest force on an atom is 2.54 eV/Å. The HOMO energy is -12.7 eV. The calculation puts the total energy at -14859.6364 eV. The frontier orbital gap comes out at 7.9 eV.

No. 5
C5H9MgO4Pt | ωB97M-V with the def2-TZVPD basis set

```
20
Properties=species:S:1:pos:R:3:forces:R:3:mulliken_spin:R:1
O -1.424 0.420 0.911 0.2048 6.2105 1.6098 0.090
C -0.538 1.016 1.803 0.5585 -0.0452 0.0898 0.022
C 0.882 0.810 1.303 0.0284 -0.2330 0.9898 0.025
O 0.874 1.262 -0.046 0.7496 -0.0966 -0.6937 -0.087
C 1.753 2.335 -0.332 0.4473 0.5451 0.0501 0.033
Mg -0.429 0.442 -1.482 -0.3293 0.2160 0.4731 0.900
H -0.578 0.708 2.862 -0.3311 -0.3940 -0.2772 0.007
H -0.750 2.102 1.813 0.1389 -0.2127 -0.0989 -0.002
H 1.251 -0.227 1.301 -0.6385 0.0377 0.0152 0.004
H 1.598 1.337 1.953 -0.1350 0.3666 -0.5065 0.005
H 2.107 2.262 -1.369 -0.2107 0.0079 0.2905 -0.015
H 1.223 3.283 -0.180 0.1958 -0.0716 -0.0924 0.005
H 2.617 2.295 0.348 -0.2051 0.0200 -0.3193 0.009
O -2.217 -3.278 -0.042 1.6959 -2.9393 -5.1770 0.136
C -1.787 -3.690 -1.170 -1.6561 3.2120 5.5385 0.674
C -0.934 -2.653 -1.898 1.2541 -0.2174 -1.6664 0.187
O -0.664 -1.484 -1.181 2.9053 -2.0228 -6.3160 0.139
Pt -1.563 -1.306 0.427 -4.3128 -4.3843 5.6388 0.883
H -1.438 -2.470 -2.869 0.0277 -0.0093 0.3711 -0.006
H 0.018 -3.163 -2.152 -0.3879 0.0103 0.0804 -0.010
```
Forces are in eV/Å.

As for the LUMO energy (alpha / beta): 0.01298 / -0.06598 hartree. The largest force on an atom is 8.34 eV/Å. Its expectation value of S² is 3.757. The HOMO energy (alpha / beta) is -5.6 / -7.5 eV. The calculation puts the total energy at -22205.4205 eV. The frontier orbital gap (alpha / beta) comes out at 6.0 / 5.7 eV. Its multiplicity is 4.

No. 6
C5H9MnO3 | ωB97M-V with the def2-TZVPD basis set

```
18
Properties=species:S:1:pos:R:3:forces:R:3:mulliken_spin:R:1
H -1.368 -1.174 0.865 -0.6530 -0.1770 -0.9059 0.000
O -0.483 -0.151 -0.650 2.1122 2.1288 0.4994 0.019
O 1.251 -0.508 0.706 -1.5549 0.3110 -0.0253 0.003
O 0.467 1.588 0.343 0.9726 0.6451 0.9371 0.073
C -1.674 -0.891 -0.177 -1.4307 -1.0044 1.7518 0.002
C 2.463 -0.175 0.925 1.4144 0.0777 0.7356 -0.001
C -2.022 -2.020 -1.103 -0.1127 -0.5548 0.1997 0.001
C 3.348 -1.102 1.568 -0.3313 -0.0065 -0.6242 0.000
C 0.323 0.396 0.155 -0.0842 -3.4121 -2.4766 0.023
H -2.435 -0.109 -0.134 -0.0008 -0.1801 0.0463 0.001
H 2.780 0.829 0.613 0.0402 -0.2304 0.1001 0.001
H -2.045 -2.939 -0.501 -0.0076 0.1155 -0.3894 0.000
H -3.016 -1.874 -1.544 0.3580 0.0045 0.0333 0.000
H -1.277 -2.142 -1.898 -0.2109 0.0213 0.1643 0.000
H 4.250 -1.153 0.927 0.1119 -0.0426 0.1684 0.000
H 3.716 -0.610 2.488 0.1260 0.0233 0.0493 0.000
H 2.904 -2.083 1.751 0.1046 0.1369 0.0840 0.000
Mn -0.276 3.249 0.057 -0.8539 2.1438 -0.3479 4.878
```
Forces are in eV/Å.

As for the LUMO energy (alpha / beta): -0.55683 / -0.57272 hartree. Its net charge is +3. The largest force on an atom is 4.22 eV/Å. Its expectation value of S² is 8.752. The HOMO energy (alpha / beta) is -22.2 / -22.2 eV. The calculation puts the total energy at -42757.4006 eV. The frontier orbital gap (alpha / beta) comes out at 7.0 / 6.6 eV. Its multiplicity is 6.

No. 7
C5H9N | ωB97M-V with the def2-TZVPD basis set

```
15
Properties=species:S:1:pos:R:3:forces:R:3:nbo_charge:R:1
C -0.401 1.190 -0.091 -0.0030 5.5136 -0.7784 -0.217
C -0.997 -1.203 0.057 -1.2899 -0.4839 1.6689 -0.208
C 0.354 -0.680 -0.325 2.9132 -2.0218 -2.0823 -0.244
C 1.910 -0.171 -0.096 -1.8972 0.8183 0.3546 -0.367
C 0.692 0.393 0.676 0.2969 1.1046 -4.8328 -0.293
H -0.099 1.456 -1.295 -0.2401 -0.8744 3.3455 0.174
H -0.600 2.410 0.204 -0.2072 -3.4094 0.0504 0.192
H -2.566 0.640 0.452 3.9899 -1.4331 -1.5332 0.401
H -1.581 -1.933 -0.620 1.1483 1.4676 0.7072 0.214
H -0.998 -1.672 1.106 -0.3437 0.9081 -1.2477 0.180
H 0.122 -0.418 -1.355 0.5197 0.6980 0.2929 0.220
H 2.609 0.489 -0.707 -2.0340 -0.8736 -0.3600 0.237
H 2.586 -0.771 0.407 0.7117 -1.2932 1.6820 0.208
H 0.540 -0.025 1.628 -0.4385 0.1338 1.2690 0.222
N -1.572 0.295 -0.039 -3.1262 -0.2547 1.4640 -0.720
```
Forces are in eV/Å.

As for the LUMO energy: 0.04227 hartree. The largest force on an atom is 5.57 eV/Å. For the energy above the lowest of the compared OMol25 structures with the same formula, charge and spin, the calculation gives 158.6 kcal/mol. The HOMO energy is -8.2 eV. The calculation puts the total energy at -6814.1152 eV. The frontier orbital gap comes out at 9.3 eV.

No. 8
C5H9N | ωB97M-V with the def2-TZVPD basis set

```
15
Properties=species:S:1:pos:R:3:forces:R:3:nbo_charge:R:1
C -0.874 0.589 -1.817 0.7996 -0.6938 2.4127 -0.053
N -0.021 -0.101 -1.137 0.2749 0.6456 -0.4890 -0.417
C 0.646 0.275 0.126 -2.1405 0.8410 -1.3592 0.148
C 1.962 0.379 0.181 3.4720 -1.1391 -0.6046 -0.457
C -0.297 0.175 1.325 2.7347 -2.9023 0.8705 -0.453
C -1.111 -1.103 1.025 -2.0582 -0.3534 0.3574 -0.611
H -1.409 0.041 -2.612 0.4975 0.6328 0.0617 0.184
H -1.252 1.592 -1.469 0.4118 -0.7563 -0.5724 0.152
H 2.661 0.826 0.925 -1.6272 -0.4783 0.3565 0.216
H 2.693 -0.210 -0.479 -1.7180 1.4087 -0.2384 0.215
H 0.421 -0.056 2.202 -1.2283 0.4244 -1.1589 0.211
H -0.939 0.906 1.678 -1.1431 2.0592 -0.0685 0.218
H -0.456 -1.949 0.788 -0.0484 -0.0327 0.6987 0.218
H -1.917 -1.343 1.868 1.8779 0.3747 -1.8257 0.210
H -1.611 -0.982 0.020 -0.1046 -0.0306 1.5590 0.219
```
Forces are in eV/Å.

As for the LUMO energy: 0.03637 hartree. The largest force on an atom is 4.08 eV/Å. For the energy above the lowest of the compared OMol25 structures with the same formula, charge and spin, the calculation gives 70.6 kcal/mol. The HOMO energy is -8.5 eV. The calculation puts the total energy at -6817.9328 eV. The frontier orbital gap comes out at 9.5 eV.

Question: Which formula does entry 8 have?
Answer: C5H9N